{"formula": "C29H36BClF9N3O6S3", "method": "ωB97M-V/def2-TZVPD", "species": ["C", "O", "B", "O", "C", "C", "C", "C", "C", "S", "O", "O", "O", "C", "N", "C", "C", "C", "C", "C", "C", "N", "C", "C", "C", "C", "C", "C", "C", "F", "F", "C", "F", "F", "S", "F", "F", "F", "F", "F", "C", "C", "Cl", "C", "C", "C", "O", "N", "C", "C", "C", "S", "H", "H", "H", "H", "H", "H", "H", "H", "H", "H", "H", "H", "H", "H", "H", "H", "H", "H", "H", "H", "H", "H", "H", "H", "H", "H", "H", "H", "H", "H", "H", "H", "H", "H", "H", "H"], "positions_angstrom": [[-4.6169, -1.2730, -1.8723], [-3.3329, -1.4678, -2.5210], [-2.2823, -1.7817, -1.5882], [-1.3091, -2.7690, -2.0268], [-2.0698, -1.0989, -0.1267], [-1.9187, -2.0280, 1.1291], [-2.0114, -3.6410, 1.0464], [-3.6095, -3.9642, 1.0037], [-3.9564, -5.5007, 1.3041], [-3.6626, -6.0086, 3.0741], [-2.6023, -7.0786, 3.1294], [-3.3604, -4.8164, 3.9423], [-5.0935, -6.7299, 3.6213], [-1.6691, -1.3010, 2.4878], [-1.4784, -2.1824, 3.6774], [-0.1753, -2.3904, 3.8845], [0.8914, -2.6657, 2.7064], [0.4462, -2.3586, 5.3796], [-1.6111, 0.2612, 2.6406], [-1.8107, 1.1420, 1.3857], [-2.0204, 0.4705, -0.0104], [-2.2208, 1.2151, -1.2721], [-1.3484, 2.3988, -1.3924], [-0.6978, 2.6218, -2.8096], [-0.9425, 1.5830, -4.0257], [-0.3210, 0.1514, -3.6448], [1.1786, -0.0815, -4.2450], [2.2430, 0.7815, -3.4089], [3.7302, 0.1149, -3.3732], [4.6267, 1.2351, -3.5266], [3.7899, -0.7540, -4.4938], [3.8542, -0.6058, -1.9497], [4.0121, 0.4246, -0.9771], [2.6550, -1.3107, -1.5982], [5.2621, -1.8288, -1.7669], [4.5736, -2.9419, -2.7935], [6.1922, -1.1254, -2.9542], [6.0043, -0.7872, -0.6476], [4.4654, -2.5154, -0.4339], [6.5176, -2.8998, -1.4925], [0.1975, 3.8548, -3.0580], [0.4515, 4.8667, -1.8788], [1.4830, 6.3178, -2.3137], [-0.1260, 4.6860, -0.4491], [0.1003, 5.6893, 0.7663], [1.6246, 5.9124, 1.1806], [2.3226, 6.8384, 0.6579], [2.3335, 5.1027, 2.2341], [2.5452, 6.1190, 3.3437], [3.7223, 4.7476, 1.7858], [-1.0342, 3.4122, -0.2465], [-1.8253, 3.0073, 1.4000], [-4.8445, -2.0326, -1.0531], [-5.4346, -1.3894, -2.6774], [-4.6896, -0.1912, -1.4675], [-1.4634, -2.9896, -2.9768], [-1.5228, -4.0598, 0.1009], [-1.6216, -4.1239, 2.0098], [-4.0572, -3.7005, -0.0267], [-4.1772, -3.3220, 1.7662], [-3.4469, -6.2008, 0.5590], [-5.0951, -5.6219, 1.1368], [-5.1569, -6.6253, 4.6026], [0.5406, -3.4374, 1.9449], [1.0119, -1.6704, 2.1289], [1.9303, -2.9421, 3.0951], [1.1575, -3.2565, 5.5337], [1.1196, -1.4280, 5.4174], [-0.3812, -2.3126, 6.1671], [-1.4339, 0.7132, 3.6677], [-3.2273, 1.4758, -1.2910], [-2.0930, 1.4751, -4.0883], [-0.5624, 1.9922, -5.0212], [-0.2671, 0.0696, -2.5005], [-1.0157, -0.6493, -4.1077], [1.3425, -1.2084, -4.2219], [1.1463, 0.3651, -5.3028], [2.2908, 1.8234, -3.8896], [1.8695, 0.9529, -2.3303], [0.6501, 4.0435, -4.0932], [-0.3038, 6.7138, 0.4295], [-0.5137, 5.4180, 1.7071], [2.9448, 5.6466, 4.3011], [1.5559, 6.6771, 3.5697], [3.2875, 6.9469, 3.0354], [3.9373, 3.6453, 2.0677], [4.5497, 5.3613, 2.2792], [3.8573, 4.7942, 0.6444]], "forces_ev_per_angstrom": [[-1.2, 0.9, -0.5], [0.6, -0.9, 2.4], [0.8, -0.5, -1.3], [-1.9, 1.8, -0.1], [0.3, 1.0, 2.9], [0.6, 3.9, 0.0], [-1.6, 1.1, 0.3], [0.1, -0.1, 0.4], [-1.8, 0.4, -1.2], [3.5, -0.7, 3.1], [-3.1, 2.6, -0.7], [-1.5, -2.7, -2.5], [1.3, 1.1, -0.7], [-0.7, -0.2, -2.8], [3.6, 2.9, -0.2], [-0.6, -0.5, 0.2], [0.0, 1.5, 0.1], [-0.1, -0.9, -1.1], [-0.6, -1.7, -3.2], [0.1, -3.4, -1.3], [0.3, -2.9, 3.1], [0.4, 1.0, 2.1], [2.4, 3.0, -1.3], [1.0, 2.3, 1.5], [-0.8, 0.3, 1.7], [0.4, 0.1, -0.6], [-1.3, 0.9, 0.5], [-0.3, -0.1, 0.2], [-2.6, 2.2, -1.5], [-1.1, -3.2, 0.5], [0.9, 1.5, 2.5], [-1.8, 1.4, 1.4], [-0.6, -2.5, -2.5], [2.9, 1.8, -1.4], [3.0, -1.6, 2.8], [1.1, 2.1, 1.5], [-1.9, -1.2, 1.4], [-0.8, -1.8, -1.9], [1.2, 0.8, -2.3], [-2.2, 1.6, -0.7], [-1.8, -0.6, 3.7], [-1.6, -2.3, 0.2], [-1.4, -1.8, 0.7], [-0.6, -2.6, -2.3], [-0.2, 0.5, -0.1], [3.2, 2.9, -1.5], [-3.3, -3.4, 1.5], [0.0, 1.7, -0.2], [-0.6, 1.1, 0.7], [1.1, -1.7, -0.8], [0.9, -0.6, -3.0], [0.8, -1.2, -1.3], [0.5, 1.1, -1.0], [1.4, 0.2, 1.2], [0.0, -1.8, -0.4], [0.0, 0.2, 1.1], [-0.5, 0.7, 1.5], [-0.3, 0.9, -1.5], [0.8, -0.6, 1.5], [1.0, -0.9, -1.0], [-0.4, 0.7, 1.6], [1.8, 0.1, 0.4], [0.4, 0.2, -0.9], [0.3, 1.0, 1.2], [-0.1, -1.6, 0.8], [-1.6, 0.3, -0.3], [-1.3, 1.4, -0.1], [-1.1, -1.2, -0.1], [1.3, -0.1, -1.2], [-0.3, -0.7, -1.6], [0.9, 0.1, -0.2], [1.9, 0.1, -0.1], [-0.4, -0.5, 1.5], [-0.3, -0.2, -1.7], [1.2, 1.2, 1.0], [0.2, 1.6, -0.2], [0.3, -1.2, 1.3], [0.4, -1.6, 0.8], [0.7, -0.3, -1.7], [-0.7, -0.2, 1.9], [0.9, -1.5, 0.5], [1.1, 0.0, -1.7], [-0.7, 0.3, -1.4], [1.5, -1.1, -0.2], [-1.1, -1.3, 0.2], [-0.5, 1.7, -0.3], [-1.3, -0.6, -0.8], [-0.3, 0.1, 1.8]], "mulliken_charge": [-0.37, -0.61, 1.15, -0.65, 1.18, 0.42, -1.26, -0.39, -0.83, 1.16, -0.61, -0.57, -0.50, 0.01, -0.46, 0.74, -0.89, -1.16, -0.61, 0.43, -1.54, 0.29, -0.34, 0.44, -0.92, 0.38, -0.64, -0.97, 0.97, -0.30, -0.27, 0.60, -0.27, -0.23, 1.15, -0.27, -0.29, -0.32, -0.32, -0.30, -0.83, 0.25, -0.20, 0.23, -0.76, 0.59, -0.55, -0.05, -0.93, -0.65, 0.18, -0.40, 0.09, 0.27, 0.11, 0.27, 0.24, 0.61, -0.03, 0.42, 0.36, 0.45, 0.38, 0.19, 0.21, 0.39, 0.33, 0.29, 0.31, 0.37, 0.29, 0.30, 0.39, -0.26, 0.15, 0.35, 0.30, 0.31, 0.34, 0.31, 0.38, 0.24, 0.32, 0.27, 0.36, 0.26, 0.26, 0.25], "relative_energy_kj_mol": 930.4}